No. 1
{
  "formula": "C11H22N2O3",
  "method": "the ωB97M-V functional and the def2-TZVPD basis",
  "homo_energy_ev": -9.296,
  "homo_lumo_gap_ev": 9.86,
  "e_above_lowest_kcal_mol": 43.1,
  "energy_ev": -20886.6819,
  "elements": ["C", "C", "C", "C", "C", "N", "C", "O", "N", "C", "C", "O", "O", "C", "C", "C", "H", "H", "H", "H", "H", "H", "H", "H", "H", "H", "H", "H", "H", "H", "H", "H", "H", "H", "H", "H", "H", "H"],
  "positions_angstrom": [[-1.599, -1.581, 3.016], [-1.954, -0.728, 1.788], [-1.447, 0.688, 1.986], [-2.336, 1.359, 3.100], [-1.514, 1.518, 0.661], [-2.883, 1.794, 0.337], [-0.909, 0.816, -0.533], [-1.514, 0.585, -1.565], [0.408, 0.625, -0.394], [1.028, -0.455, -1.084], [1.998, -1.015, -0.074], [2.300, -0.574, 1.007], [2.548, -2.173, -0.463], [1.544, -0.001, -2.447], [2.817, 0.810, -2.296], [1.729, -1.337, -3.277], [-1.711, -2.682, 2.888], [-2.270, -1.311, 3.834], [-0.625, -1.358, 3.489], [-3.039, -0.624, 1.672], [-1.578, -1.234, 0.870], [-0.369, 0.644, 2.408], [-3.212, 1.752, 2.572], [-2.672, 0.730, 3.918], [-1.797, 2.224, 3.501], [-0.973, 2.503, 0.944], [-3.125, 2.595, -0.230], [-3.258, 1.073, -0.303], [0.839, 0.755, 0.502], [0.326, -1.278, -1.174], [2.141, -2.577, -1.235], [0.779, 0.552, -2.887], [3.738, 0.269, -1.935], [2.695, 1.670, -1.622], [3.180, 1.152, -3.251], [2.376, -1.091, -4.201], [2.332, -2.044, -2.735], [0.735, -1.790, -3.500]],
  "forces_ev_per_a": [[-0.484, -0.474, 0.833], [0.405, -0.721, -0.051], [0.827, -0.039, 1.178], [0.559, 0.875, -1.277], [-0.274, 1.698, 1.126], [-2.139, -0.460, -0.672], [0.504, 1.492, 0.003], [-0.056, -0.682, 0.246], [0.263, -0.349, 0.101], [-0.197, 0.680, 0.600], [1.218, -0.788, -0.046], [-0.491, 0.313, -0.731], [0.580, -0.650, 0.652], [2.004, -3.269, 0.609], [1.300, -0.102, 0.356], [0.566, 1.818, -1.373], [0.185, 0.810, -0.147], [-0.254, -0.188, -0.060], [-0.027, -0.176, -0.834], [0.058, -0.415, -0.015], [-0.043, 0.485, 0.390], [-1.438, 0.103, -0.973], [0.043, -0.142, 0.299], [0.309, -0.244, -0.075], [-0.122, -0.126, 0.149], [-0.679, -1.425, -0.976], [0.870, 0.628, 0.337], [0.537, 0.039, 0.774], [-0.168, 0.338, 0.624], [-0.558, -0.109, -0.477], [-0.181, 0.258, 0.025], [-1.247, 1.016, -0.673], [-1.188, -0.070, 0.074], [-0.123, -0.194, -0.295], [-0.236, 0.496, -0.523], [-1.426, -0.584, 1.055], [0.273, -0.222, -0.056], [0.830, 0.380, -0.177]],
  "lowdin_charge": [-0.11, -0.24, -0.34, -0.06, -0.29, 0.03, -0.47, 0.08, 0.12, -0.25, -0.47, 0.13, 0.12, -0.32, -0.06, -0.04, 0.08, 0.05, 0.08, 0.12, 0.11, 0.15, 0.06, 0.06, 0.08, 0.18, 0.09, 0.09, 0.12, 0.16, 0.09, 0.11, 0.11, 0.09, 0.07, 0.11, 0.04, 0.10]
}

***

No. 2
{
  "formula": "C11H22N3O",
  "method": "the ωB97M-V functional and the def2-TZVPD basis",
  "homo_energy_ev": -11.482,
  "homo_lumo_gap_ev": 7.24,
  "e_above_lowest_kcal_mol": 16.8,
  "energy_ev": -18273.3599,
  "total_charge": 1,
  "elements": ["C", "C", "C", "C", "C", "C", "C", "C", "C", "C", "C", "N", "N", "N", "O", "H", "H", "H", "H", "H", "H", "H", "H", "H", "H", "H", "H", "H", "H", "H", "H", "H", "H", "H", "H", "H", "H"],
  "positions_angstrom": [[1.018, 0.417, -2.675], [0.787, 0.896, -1.389], [-0.461, 1.477, -1.287], [-0.739, 1.202, -3.767], [-0.914, 2.013, -0.057], [2.527, -3.031, 1.134], [-2.509, 0.760, 3.054], [-2.219, -1.030, 1.282], [1.863, 0.557, -0.365], [2.835, -1.608, 0.703], [1.595, -0.732, 0.441], [0.388, 0.609, -3.823], [-1.251, 1.590, -2.409], [-1.666, 0.027, 2.120], [-1.542, 1.517, -4.693], [2.045, 0.153, -2.819], [-1.337, 1.308, 0.616], [-1.710, 2.730, -0.102], [-0.119, 2.442, 0.497], [2.329, -3.610, 0.336], [1.718, -3.153, 1.841], [3.405, -3.435, 1.599], [-1.829, 0.875, 4.007], [-2.560, 1.857, 2.613], [-3.439, 0.328, 3.316], [-3.107, -0.824, 0.694], [-1.549, -1.313, 0.555], [-2.610, -1.807, 1.934], [2.080, 1.348, 0.307], [2.707, 0.306, -0.957], [3.365, -1.074, 1.546], [3.360, -1.678, -0.184], [1.018, -0.507, 1.436], [0.845, -1.326, -0.148], [-2.170, 1.956, -2.333], [-0.791, -0.264, 2.550], [-1.363, 1.025, -5.573]],
  "forces_ev_per_a": [[2.435, 1.285, 0.629], [-0.205, -1.353, -1.373], [-0.531, 0.092, -1.378], [-1.066, 0.529, 5.622], [-1.295, 1.415, 0.846], [0.620, 1.808, 2.400], [3.583, 2.885, 0.485], [-1.997, 0.504, 2.251], [-1.397, -0.832, 0.128], [-1.699, 1.350, 2.965], [-2.429, -0.648, 0.876], [-0.459, -0.332, -0.994], [2.867, -1.312, -2.358], [0.249, -0.138, -0.709], [-1.037, -0.649, -3.329], [0.383, -1.097, -0.262], [-0.114, -1.573, 0.795], [-0.325, 0.712, -0.572], [0.924, 0.427, 0.450], [-0.847, -2.042, -2.888], [-0.284, 0.285, 0.259], [0.472, -0.325, 0.305], [-1.750, -0.083, -1.498], [-0.739, -1.967, 1.147], [-0.990, -0.387, 0.066], [-0.318, 1.199, 0.047], [1.933, -1.180, -1.193], [0.446, -0.886, -0.228], [0.319, 0.990, 0.393], [1.097, 0.296, -0.440], [0.130, -0.617, -1.193], [1.654, 0.236, -1.643], [1.204, -0.301, -1.709], [0.601, 0.236, 0.385], [-0.753, 0.511, 0.009], [-0.591, -0.132, -0.165], [-0.089, 1.095, 1.873]],
  "lowdin_charge": [-0.02, -0.11, -0.19, -0.37, 0.01, -0.09, -0.12, -0.12, -0.12, -0.24, -0.20, 0.18, 0.25, -0.24, 0.19, 0.13, 0.05, 0.11, 0.11, 0.03, 0.08, 0.08, 0.12, 0.10, 0.06, 0.08, 0.03, 0.09, 0.11, 0.09, 0.14, 0.08, 0.13, 0.11, 0.16, 0.09, 0.22]
}

***

No. 3
{
  "formula": "C11H22N6O4",
  "method": "the ωB97M-V functional and the def2-TZVPD basis",
  "homo_energy_ev": -8.910,
  "homo_lumo_gap_ev": 9.34,
  "e_above_lowest_kcal_mol": 67.8,
  "energy_ev": -28894.1998,
  "elements": ["H", "N", "C", "N", "N", "C", "C", "C", "C", "N", "C", "O", "C", "N", "C", "C", "C", "N", "O", "C", "O", "O", "H", "H", "H", "H", "H", "H", "H", "H", "H", "H", "H", "H", "H", "H", "H", "H", "H", "H", "H", "H", "H"],
  "positions_angstrom": [[-3.625, 3.581, -2.108], [-2.770, 3.194, -2.461], [-3.029, 1.880, -2.640], [-4.194, 1.315, -2.126], [-2.024, 1.247, -3.251], [-1.561, -0.198, -2.814], [-0.438, -0.249, -1.661], [0.843, 0.548, -1.643], [0.868, 1.687, -0.592], [0.788, 1.175, 0.766], [1.793, 0.545, 1.348], [2.917, 0.531, 0.760], [1.644, 0.102, 2.827], [0.399, 0.116, 3.445], [2.277, -1.332, 2.751], [1.546, -2.353, 1.877], [2.171, -3.672, 1.903], [1.314, -4.744, 1.813], [3.381, -3.748, 2.111], [-0.341, 2.540, -0.719], [-1.289, 2.473, 0.056], [-0.371, 3.311, -1.769], [-4.744, 1.882, -1.518], [-4.750, 0.478, -2.418], [-1.384, 1.751, -3.870], [-1.042, -0.549, -3.677], [-2.364, -0.956, -2.617], [-0.171, -1.261, -1.670], [-0.999, -0.111, -0.680], [1.082, 0.694, -2.705], [1.584, -0.089, -1.341], [1.769, 2.401, -0.713], [-0.150, 1.487, 1.259], [2.320, 0.777, 3.411], [0.531, -0.134, 4.462], [-0.298, -0.527, 3.076], [2.363, -1.733, 3.798], [3.273, -1.045, 2.394], [0.562, -2.450, 2.358], [1.453, -1.757, 0.890], [1.653, -5.723, 1.663], [0.356, -4.667, 1.902], [-1.343, 3.583, -1.881]],
  "forces_ev_per_a": [[-0.405, 0.823, 0.143], [-1.820, -2.331, -0.405], [0.441, 4.051, 1.011], [-0.002, -1.651, -0.755], [0.358, -4.840, 0.292], [1.125, 2.070, 0.033], [-3.550, 0.759, 1.336], [-1.505, 1.047, -1.178], [1.392, 1.278, -0.176], [-3.270, 0.628, 0.480], [2.631, 2.054, -0.212], [-2.151, -0.894, 1.371], [2.370, -1.756, -1.513], [-2.334, 0.373, 2.245], [1.315, 0.671, 1.720], [-1.301, 3.558, -0.165], [1.926, -0.812, 0.405], [2.669, -1.830, -0.641], [-1.197, -0.840, -0.666], [-1.629, 0.492, -0.034], [0.517, -0.094, 0.107], [0.980, 0.240, 0.103], [0.152, 0.516, 0.238], [1.641, 1.127, -0.123], [-0.596, -0.046, 0.926], [0.195, -0.353, -0.891], [0.386, 1.269, 0.033], [0.338, -1.778, -0.003], [0.689, -0.107, -0.980], [0.248, 1.238, 0.338], [1.982, -1.663, 0.923], [-1.128, -1.435, 0.113], [2.453, -1.120, -1.096], [-0.316, -0.634, -0.587], [-0.366, 0.477, -1.581], [0.332, 0.079, -0.102], [0.070, 0.337, -0.834], [0.009, -1.078, -0.050], [-0.265, 0.037, -0.588], [-0.059, -1.881, 0.921], [-0.097, 1.697, 0.455], [-1.967, 0.564, 0.003], [-0.261, -0.243, -0.614]],
  "lowdin_charge": [0.04, 0.07, -0.52, 0.14, 0.07, -0.09, -0.17, -0.12, -0.21, 0.10, -0.45, 0.01, -0.34, 0.03, -0.17, -0.13, -0.54, 0.16, 0.06, -0.54, 0.06, 0.09, 0.08, 0.12, 0.15, 0.08, 0.12, 0.08, 0.13, 0.13, 0.07, 0.19, 0.19, 0.17, 0.11, 0.08, 0.13, 0.11, 0.11, 0.15, 0.14, 0.06, 0.06]
}

***

No. 4
{
  "formula": "C11H22NOSSi",
  "method": "the ωB97M-V functional and the def2-TZVPD basis",
  "homo_energy_ev": -12.808,
  "homo_lumo_gap_ev": 8.19,
  "energy_ev": -34006.6946,
  "total_charge": 1,
  "elements": ["C", "C", "C", "N", "C", "Si", "C", "C", "C", "C", "S", "H", "H", "H", "H", "H", "H", "H", "H", "H", "H", "H", "H", "H", "H", "C", "C", "C", "O", "H", "H", "H", "H", "H", "H", "H", "H"],
  "positions_angstrom": [[1.463, 3.063, 0.332], [1.270, 1.982, -0.159], [0.615, 0.939, -0.799], [-0.342, 0.326, -0.176], [-1.101, -0.684, -0.916], [-2.865, 0.102, -1.309], [-4.138, -0.874, -0.316], [-2.915, 1.900, -0.722], [-3.200, 0.114, -3.151], [-0.244, -1.002, -2.145], [0.896, 0.396, -2.388], [1.668, 4.048, 0.687], [-0.586, 0.561, 0.778], [-1.254, -1.581, -0.326], [-5.012, -1.075, -0.926], [-4.418, -0.293, 0.557], [-3.700, -1.800, 0.049], [-3.168, 1.951, 0.332], [-1.982, 2.428, -0.905], [-3.690, 2.381, -1.310], [-2.340, 0.508, -3.688], [-3.460, -0.859, -3.562], [-4.047, 0.771, -3.324], [-0.838, -1.097, -3.050], [0.278, -1.951, -2.061], [4.750, -1.044, 2.972], [3.245, -1.046, 2.758], [2.884, -1.026, 1.281], [2.645, 0.071, 3.417], [5.195, -0.139, 2.549], [4.982, -1.058, 4.036], [5.219, -1.909, 2.502], [2.812, -1.932, 3.222], [3.261, -0.120, 0.795], [1.796, -1.029, 1.168], [3.294, -1.890, 0.758], [3.028, 0.871, 3.043]],
  "forces_ev_per_a": [[0.224, -0.248, -0.315], [0.191, 1.635, 0.345], [-0.376, -0.893, 0.093], [-0.014, -0.894, 0.315], [-0.542, 0.756, -0.583], [-0.721, 0.209, 0.147], [0.772, 0.279, -0.246], [0.466, -0.751, -0.283], [0.255, -0.285, 0.354], [-0.358, -0.408, -0.370], [0.215, -0.082, -0.096], [0.094, -0.042, 0.177], [0.098, 0.139, 0.028], [0.170, -0.026, 0.309], [-0.196, -0.148, 0.056], [-0.217, 0.064, 0.099], [-0.191, -0.258, -0.072], [-0.034, 0.172, 0.171], [0.036, 0.191, 0.009], [-0.181, 0.191, 0.059], [0.003, 0.124, -0.211], [0.058, -0.131, -0.042], [-0.087, 0.132, -0.052], [-0.112, 0.160, -0.033], [0.465, 0.124, 0.202], [-0.012, -0.013, 0.089], [0.275, 0.280, -0.149], [-0.190, -0.063, -0.110], [-0.229, -0.134, -0.026], [-0.007, -0.018, -0.073], [-0.023, -0.035, 0.006], [0.003, 0.010, -0.010], [-0.074, 0.043, 0.078], [0.134, -0.016, 0.057], [0.013, -0.095, 0.019], [-0.002, 0.008, -0.017], [0.093, 0.021, 0.073]],
  "lowdin_charge": [0.24, -0.09, -0.61, 0.04, -0.32, 0.60, -0.16, -0.16, -0.17, -0.38, 1.12, 0.07, 0.19, 0.12, 0.04, 0.03, 0.03, 0.03, 0.02, 0.04, 0.03, 0.04, 0.04, 0.06, 0.09, -0.05, -0.49, -0.07, -0.05, 0.08, 0.09, 0.08, 0.14, 0.07, 0.06, 0.09, 0.08]
}

***

- What is the formula in the third record?
  C11H22N6O4

***

- Number 2 is which compound?
  C11H22N3O

***

- Number 1 is which compound?
  C11H22N2O3